# 1
Below is an isolated molecule of C2H3FS2 in a non-equilibrium geometry, with properties calculated with ωB97M-V/def2-TZVPD.

Atoms and positions in Å:
F (1.65, -0.94, 0.74)
C (0.69, -0.15, 1.33)
C (-0.19, 0.18, 0.20)
S (-1.50, 1.22, 0.18)
S (0.36, -0.71, -1.29)
H (0.99, 0.74, 1.77)
H (0.08, -0.47, 2.23)
H (-0.57, -0.09, -2.15)

Properties
- total charge = 0
- structure (SMILES) = FCC(=S)S
- ΔE to the lowest compared entry with this formula, charge and spin (kcal/mol) = 18.7

=====

# 2
Below is a cluster of 2 separate species, C2H3FS2 in total in a non-equilibrium geometry, with properties calculated with ωB97M-V/def2-TZVPD.

Atoms and positions in Å:
C (1.43, -0.17, -0.11)
C (1.17, 1.09, 0.08)
F (-2.01, -0.19, -0.92)
S (0.66, 2.55, 0.24)
S (-1.66, -1.16, 0.44)
H (2.43, -0.37, -0.54)
H (0.81, -1.01, -0.25)
H (-2.83, -0.76, 1.07)

Properties
- multiplicity = 3
- total charge = 0
- ΔE to the lowest compared entry with this formula, charge and spin (kcal/mol) = 25.6

=====

# 3
Below is a cluster of 2 separate species, C2H3FS2 in total in a non-equilibrium geometry, with properties calculated with ωB97M-V/def2-TZVPD.

Atoms and positions in Å:
C (1.79, 0.32, 0.72)
C (1.28, 0.91, -0.31)
F (-2.65, -0.48, -1.59)
S (0.52, 1.65, -1.45)
S (-1.99, -1.15, -0.21)
H (2.37, -0.52, 0.69)
H (1.90, 0.68, 1.80)
H (-3.23, -1.41, 0.34)

Properties
- multiplicity = 3
- total charge = 0
- ΔE to the lowest compared entry with this formula, charge and spin (kcal/mol) = 24.1

=====

# 4
Below is an isolated molecule of C2H3FS3 in a non-equilibrium geometry, with properties calculated with ωB97M-V/def2-TZVPD.

Atoms and positions in Å:
F (-0.22, 0.59, -1.49)
C (-0.27, 0.81, -0.18)
C (-1.18, 0.12, 0.64)
S (-1.78, -1.33, 0.30)
S (1.33, 0.18, 0.60)
S (1.37, -1.62, -0.29)
H (-0.14, 1.86, -0.17)
H (-1.45, 0.57, 1.58)
H (2.34, -1.17, -1.00)

Properties
- total charge = 0
- structure (SMILES) = F[C@@H](C=S)SS
- ΔE to the lowest compared entry with this formula, charge and spin (kcal/mol) = 16.2

=====

# 5
Below is a cluster of 2 separate species, C2H3FS3 in total in a non-equilibrium geometry, with properties calculated with ωB97M-V/def2-TZVPD.

Atoms and positions in Å:
C (-2.45, -1.07, -0.52)
C (1.35, 0.90, -0.08)
F (1.31, 0.67, -1.38)
S (-2.90, 0.39, -0.90)
S (-2.33, -2.54, 0.00)
S (0.87, -0.70, 0.73)
H (2.43, 1.21, 0.36)
H (0.62, 1.73, 0.03)
H (1.10, -0.60, 1.77)

Properties
- multiplicity = 3
- total charge = 0
- ΔE to the lowest compared entry with this formula, charge and spin (kcal/mol) = 43.4

=====

# 6
Below is a structure of composition C2H3HoO2P in a non-equilibrium geometry, with properties calculated with ωB97M-V/def2-TZVPD.

Atoms and positions in Å:
H (0.97, -1.39, -2.34)
O (-1.00, 0.38, -0.70)
C (0.26, 0.32, -0.97)
H (0.76, 1.15, -1.50)
C (0.91, -0.96, -1.34)
O (0.97, -1.75, -0.30)
Ho (-2.49, -0.90, 0.42)
P (1.72, -0.34, 0.53)
H (3.05, -0.49, 0.05)

Properties
- multiplicity = 5
- total charge = +3
- DFT total energy (eV) = -41265.1649

=====

# 7
Below is a structure of composition C2H3I2NO2 in a non-equilibrium geometry, with properties calculated with ωB97M-V/def2-TZVPD.

Atoms and positions in Å:
C (1.33, 0.19, -0.93)
C (1.05, -0.10, 0.50)
N (-2.18, -0.17, 0.54)
O (-2.92, -1.11, 0.63)
O (-2.44, 0.99, 0.63)
I (0.34, -2.03, 0.98)
I (0.81, 1.41, 1.96)
H (1.80, -0.56, -1.54)
H (0.44, 0.27, -1.68)
H (1.76, 1.10, -1.10)

Properties
- total charge = 0
- ΔE to the lowest compared entry with this formula, charge and spin (kcal/mol) = 117.2

=====

# 8
Below is a structure of composition C2H3I3O in a non-equilibrium geometry, with properties calculated with ωB97M-V/def2-TZVPD.

Atoms and positions in Å:
C (0.26, -0.16, 0.01)
C (-0.98, -0.65, -0.61)
O (0.22, -0.35, 1.33)
I (-3.36, 0.34, -0.69)
I (-1.55, -2.57, 0.22)
I (1.85, -1.29, -1.01)
H (0.48, 0.80, -0.22)
H (-0.98, -0.79, -1.73)
H (0.94, 0.23, 1.89)

Properties
- total charge = 0
- ΔE to the lowest compared entry with this formula, charge and spin (kcal/mol) = 30.0

=====

# 9
Below is a structure of composition C2H3I3O2 in a non-equilibrium geometry, with properties calculated with ωB97M-V/def2-TZVPD.

Atoms and positions in Å:
C (-0.97, 0.49, -1.02)
C (1.12, -0.40, 0.48)
O (0.87, -1.67, 0.35)
O (0.67, 0.28, 1.50)
I (-2.24, -1.20, -0.70)
I (-1.42, 2.23, 0.12)
I (2.75, 0.31, -0.63)
H (-0.96, 0.73, -2.07)
H (-0.02, -1.92, 0.69)
H (0.20, 1.15, 1.28)

Properties
- total charge = 0
- ΔE to the lowest compared entry with this formula, charge and spin (kcal/mol) = 62.0

=====

# 10
Below is a structure of composition C2H3I3S in a non-equilibrium geometry, with properties calculated with ωB97M-V/def2-TZVPD.

Atoms and positions in Å:
C (1.17, -0.27, 0.52)
C (-1.44, -0.06, 0.03)
S (1.64, 1.21, -0.12)
I (-2.50, -0.31, 1.80)
I (-1.73, -1.80, -1.29)
I (-1.50, 1.78, -0.99)
H (1.15, -1.01, -0.28)
H (1.34, -0.38, 1.66)
H (1.87, 0.83, -1.34)

Properties
- total charge = 0
- ΔE to the lowest compared entry with this formula, charge and spin (kcal/mol) = 66.3